1.
Formula: C2H2N2O
Source: the Open Molecules 2025 dataset
Level of theory: ωB97M-V/def2-TZVPD

Geometry as XYZ:
```
7
Properties=species:S:1:pos:R:3:forces:R:3:nbo_charge:R:1
C -0.725 2.076 0.005 0.0707 -0.5442 0.2166 0.3885
C -0.963 -0.326 -0.520 -0.2599 0.9409 0.5763 0.9500
N -0.494 3.090 0.467 0.7082 1.7154 0.8811 -0.3167
N -1.203 1.045 -0.616 0.2522 -10.3923 -1.1255 -0.5942
O -0.876 -1.567 -0.488 -0.7794 8.2868 -0.5510 -0.4269
H 1.721 -2.132 0.464 2.7883 -0.1992 0.7602 -0.0121
H 2.541 -2.185 0.688 -2.7801 0.1927 -0.7578 0.0114
```
Positions in Å, forces in eV/Å.

Output
highest occupied orbital energy = -11.062 eV
HOMO-LUMO gap = 10.5 eV
ΔE to the lowest compared entry with this formula, charge and spin = 75.51 kcal per mole
net charge = 0

=====

2.
Formula: C5H6N3O2S2
Source: the Open Molecules 2025 dataset
Level of theory: ωB97M-V/def2-TZVPD

Geometry as XYZ:
```
18
Properties=species:S:1:pos:R:3:forces:R:3:nbo_charge:R:1
C -0.206 -0.637 2.413 2.5646 -0.7195 -0.3024 0.1670
C 1.534 1.349 -0.467 -2.7186 3.0251 4.5189 -0.0471
C 1.222 -1.187 2.474 -0.0139 0.2067 -0.7982 0.4157
C 2.704 -0.222 0.875 -1.8062 0.4383 1.4057 -0.0044
C -2.162 0.081 -4.069 -2.5395 -1.3703 -3.9361 -0.2570
N 2.078 1.003 0.719 -1.7026 0.4985 -1.0189 -0.5717
N 2.281 -1.146 1.655 0.2647 0.1792 -0.8192 -0.4896
N -1.325 -0.619 2.654 -1.2177 0.5010 -0.1228 -0.3800
O 1.430 -1.871 3.454 -1.1310 -1.4852 3.0709 -0.5992
O -1.440 -0.622 -5.249 -0.1290 1.3578 2.1772 -0.7593
S 0.274 2.397 -0.548 -0.2586 -0.0252 -0.5012 -0.2270
S 4.067 -0.247 -0.034 3.1523 -0.7525 -1.8239 0.1780
H -1.502 0.477 -3.375 1.2476 0.1411 1.5699 0.1961
H -2.957 -0.676 -3.740 1.5285 1.1251 0.1046 0.1845
H -2.766 0.977 -4.472 1.0620 -1.3748 0.2301 0.1687
H 1.430 1.334 1.390 -0.4318 -0.0071 1.8770 0.3964
H 2.165 1.127 -1.153 3.2785 -1.8810 -5.5274 0.1629
H -0.484 -0.667 -5.018 -1.1494 0.1427 -0.1042 0.4661
```
Positions in Å, forces in eV/Å.

Output
highest occupied orbital energy (alpha / beta) = -1.931 / -5.375 eV
HOMO-LUMO gap (alpha / beta) = 4.7 / 5.8 eV
multiplicity = 3
ΔE to the lowest compared entry with this formula, charge and spin = 34.73 kcal per mole
net charge = -1

=====

3.
Formula: C5H12O4S
Source: the Open Molecules 2025 dataset
Level of theory: ωB97M-V/def2-TZVPD

Geometry as XYZ:
```
22
Properties=species:S:1:pos:R:3:forces:R:3:nbo_charge:R:1
C 1.287 1.901 -1.107 2.4545 3.6898 -1.6728 -0.6048
C 2.279 1.788 0.100 -3.7404 2.0196 -2.4403 -0.4028
C 1.697 0.789 1.033 4.4369 -1.6105 1.5846 -0.5113
C 2.088 -0.597 0.501 -4.1902 -2.3727 -0.6957 0.8501
O 3.071 -0.892 -0.064 1.8454 -0.2053 -0.3161 -0.5776
O 0.939 -1.563 0.517 0.7309 2.5098 1.3349 -0.7304
C 0.351 -2.935 0.130 3.8623 1.6382 3.7351 0.6659
O 0.183 -2.919 -1.124 -0.0576 -0.1588 -5.6558 -0.6658
O 1.161 -3.941 0.563 1.3070 -0.8057 0.4554 -0.7064
H 1.200 1.004 -1.618 -0.6450 -2.0385 -0.7238 0.2008
H 1.917 2.532 -1.903 -1.5304 -0.9512 1.3790 0.1922
H 0.326 2.446 -1.021 0.5468 -0.5857 0.4921 0.2113
H 2.259 2.798 0.489 0.2976 0.0777 0.7094 0.2072
H 3.199 1.663 -0.405 1.2664 -0.9382 0.4524 0.2347
H 0.661 0.869 1.237 -0.6986 0.2167 0.4417 0.2502
H 2.458 0.936 1.891 -1.9269 -0.6755 -0.1971 0.2435
H -0.476 -2.922 0.798 -1.1919 -0.1240 -0.2726 0.1772
H 1.072 -2.966 -1.609 -1.8630 0.1454 1.0404 0.4893
H 2.059 -3.901 0.161 -0.9102 0.1701 0.3504 0.4764
S -5.839 -0.571 0.275 -0.2821 -2.1843 -0.4730 -0.2924
H -4.714 -0.631 -0.398 0.9099 0.7148 -0.3201 0.1359
H -5.847 -1.934 -0.120 -0.6215 1.4682 0.7916 0.1566
```
Positions in Å, forces in eV/Å.

Output
highest occupied orbital energy = -9.789 eV
HOMO-LUMO gap = 10.3 eV
structure (SMILES) = CCCC(=O)OC(O)O.S
ΔE to the lowest compared entry with this formula, charge and spin = 29.13 kcal per mole
net charge = 0

=====

4.
Formula: C8H7N3O3
Source: the Open Molecules 2025 dataset
Level of theory: ωB97M-V/def2-TZVPD

Geometry as XYZ:
```
21
Properties=species:S:1:pos:R:3:forces:R:3:nbo_charge:R:1
C -1.151 -1.152 -1.391 -0.1702 -0.0326 -0.3950 0.1972
C -0.931 2.090 1.889 -2.6869 0.9419 -1.3225 -0.1647
C 0.062 1.796 2.754 1.6269 0.3638 1.1326 -0.2556
C -1.101 1.416 0.684 0.2754 -1.5344 -0.9219 -0.2799
C 0.993 0.861 2.362 1.4107 -1.4100 2.1414 0.0535
C -0.173 0.356 0.534 -0.6908 1.0516 -3.4903 0.3484
C 0.836 -2.786 -1.455 1.6579 -1.2345 -0.8982 -0.2632
C 0.114 -0.561 -1.313 2.3241 0.6228 3.6115 0.2249
N -2.121 -1.743 -1.334 -1.4765 -0.6917 -0.0086 -0.2658
N 0.803 0.131 1.278 1.5357 -1.0004 0.1265 -0.4436
N 0.222 0.674 -2.117 -0.3695 0.5750 -1.2155 0.5043
O -0.859 1.223 -2.327 0.3881 -0.3475 0.3567 -0.3957
O 1.277 1.094 -2.527 0.1030 -0.6524 0.6278 -0.3256
O 1.250 -1.440 -1.251 -2.2901 2.6097 -0.4145 -0.4741
H -1.642 2.880 2.171 0.2959 -0.3251 -0.3147 0.2291
H 0.146 2.395 3.663 0.2239 -0.4144 -0.2280 0.2347
H -1.841 1.584 -0.126 0.4505 0.1926 1.0193 0.2682
H 1.891 0.514 2.973 -1.3124 0.9768 -0.6792 0.2110
H 0.171 -3.076 -0.670 -0.1377 -0.5001 0.7573 0.1866
H 1.848 -3.407 -1.409 -2.4495 1.1987 -0.4616 0.2188
H 0.204 -2.851 -2.388 1.2915 -0.3896 0.5769 0.1915
```
Positions in Å, forces in eV/Å.

Output
highest occupied orbital energy = -9.628 eV
HOMO-LUMO gap = 9.0 eV
ΔE to the lowest compared entry with this formula, charge and spin = 44.67 kcal per mole
net charge = 0

=====

5.
Formula: C41H37BN6PbS2
Source: the Open Molecules 2025 dataset
Level of theory: ωB97M-V/def2-TZVPD

Geometry as XYZ:
```
88
Properties=species:S:1:pos:R:3:forces:R:3:lowdin_charge:R:1
Pb 0.259 0.460 0.144 0.3554 -0.0651 0.0447 1.1788
C -3.124 0.402 2.095 0.0295 -0.0417 -0.0587 -0.1125
C -2.738 1.030 3.304 0.0285 0.0680 -0.0062 -0.0463
C -2.109 2.289 2.996 0.0413 -0.0242 0.0403 -0.1024
C -2.120 2.431 1.646 0.0020 -0.0073 -0.0040 -0.1261
C -2.767 1.237 1.070 -0.2237 0.0605 0.0126 -0.1334
H -3.612 -0.555 2.005 -0.0335 -0.0167 0.0085 0.1035
H -2.886 0.630 4.294 -0.0089 -0.0126 0.0265 0.0957
H -1.697 2.976 3.717 0.0024 0.0195 0.0180 0.1005
H -1.737 3.263 1.074 0.0008 0.0290 -0.0178 0.0943
H -2.996 1.100 0.025 0.0805 -0.0360 -0.0514 0.0741
C -0.308 -5.345 -0.424 0.0076 -0.0308 0.0100 -0.0135
C -0.353 -4.068 0.345 -0.0023 0.0096 -0.0501 -0.2561
C -0.581 -3.895 1.693 -0.0606 0.0178 -0.0354 0.0334
C -0.523 -2.514 1.908 0.0515 0.0929 -0.0054 -0.2417
N -0.266 -1.895 0.755 -0.0785 0.0271 -0.1028 -0.0175
N -0.169 -2.850 -0.205 0.0658 -0.0635 0.1177 0.0397
B 0.031 -2.532 -1.712 -0.0539 0.0087 -0.0030 -0.5201
N 1.369 -1.807 -1.991 0.1086 -0.0146 -0.0567 0.0390
N 1.564 -0.485 -1.752 -0.3061 -0.0779 -0.0576 -0.0426
C 2.767 -0.172 -2.215 0.1163 0.0615 0.0830 -0.2743
C 3.383 -1.307 -2.752 -0.0762 0.0061 -0.0136 0.0409
C 2.461 -2.322 -2.596 -0.0326 -0.0275 0.0514 -0.2576
C 2.581 -3.752 -2.999 0.0204 -0.0198 -0.0129 -0.0154
C 3.285 1.198 -2.108 0.0517 0.0053 0.0143 -0.1737
C 4.628 1.420 -1.806 -0.0266 -0.0200 0.0160 -0.0313
C 5.114 2.711 -1.695 0.0098 0.0369 0.0112 -0.0773
C 4.268 3.796 -1.883 0.0211 -0.0003 0.0194 -0.0816
C 2.933 3.583 -2.190 -0.0131 -0.0167 0.0263 -0.0793
C 2.448 2.290 -2.308 -0.0669 0.0365 -0.0187 -0.0516
N -1.143 -1.693 -2.251 -0.0260 0.0237 -0.0193 0.0293
N -1.290 -0.397 -1.907 0.0149 0.0083 -0.0024 0.0313
C -2.352 0.059 -2.561 -0.0266 0.0368 0.0500 -0.2561
C -2.928 -0.968 -3.324 0.0744 -0.0269 -0.0133 0.0334
C -2.120 -2.065 -3.107 -0.0261 -0.0354 0.0157 -0.2615
C -2.234 -3.440 -3.674 -0.0189 0.0033 -0.0281 -0.0184
C -2.765 1.464 -2.429 -0.0065 -0.0069 0.0231 -0.1933
C -4.112 1.815 -2.435 0.0048 0.0027 0.0083 -0.0373
C -4.497 3.132 -2.234 -0.0119 0.0014 -0.0037 -0.0759
C -3.541 4.115 -2.027 0.0082 0.0110 -0.0034 -0.0852
C -2.194 3.779 -2.039 0.0036 0.0119 0.0007 -0.0786
C -1.811 2.463 -2.246 -0.0030 -0.0084 -0.0081 -0.0541
C -0.709 -1.831 3.204 0.0450 -0.0607 0.0183 -0.1649
C -1.620 -2.369 4.114 -0.0023 -0.0156 0.0176 -0.0376
C -1.767 -1.823 5.378 -0.0108 0.0000 -0.0107 -0.0863
C -1.008 -0.724 5.756 0.0154 0.0127 0.0070 -0.1005
C -0.112 -0.172 4.854 -0.0014 -0.0038 0.0066 -0.0764
C 0.039 -0.722 3.588 0.0373 0.0314 0.0169 -0.0514
H -0.453 -6.178 0.261 -0.0021 -0.0033 -0.0037 0.0835
H -1.088 -5.385 -1.184 -0.0070 -0.0046 -0.0060 0.0732
H 0.650 -5.478 -0.927 0.0080 -0.0036 -0.0063 0.0736
H -0.742 -4.667 2.425 -0.0048 -0.0223 0.0311 0.1146
H 0.050 -3.574 -2.288 0.0066 -0.0314 -0.0217 0.1064
H 4.346 -1.374 -3.225 0.0352 0.0089 -0.0078 0.1155
H 3.569 -3.923 -3.423 -0.0053 -0.0034 0.0015 0.0826
H 2.458 -4.416 -2.143 0.0027 -0.0026 0.0056 0.0766
H 1.834 -4.026 -3.744 -0.0081 0.0000 -0.0049 0.0823
H 5.281 0.576 -1.626 0.0024 -0.0223 -0.0089 0.1167
H 6.153 2.872 -1.441 0.0139 0.0030 0.0017 0.1064
H 4.648 4.804 -1.786 0.0072 0.0146 0.0021 0.1035
H 2.269 4.424 -2.341 -0.0055 0.0146 -0.0090 0.1044
H 1.416 2.122 -2.592 -0.0027 -0.0350 0.0095 0.0922
H -3.785 -0.911 -3.972 -0.0205 0.0002 -0.0352 0.1105
H -3.097 -3.487 -4.336 -0.0020 -0.0064 -0.0040 0.0812
H -1.347 -3.713 -4.244 0.0106 -0.0038 -0.0093 0.0823
H -2.366 -4.185 -2.889 -0.0059 -0.0154 0.0151 0.0736
H -4.862 1.044 -2.565 -0.0119 -0.0186 -0.0032 0.1145
H -5.548 3.388 -2.227 -0.0096 0.0035 -0.0015 0.1037
H -3.843 5.141 -1.863 -0.0051 0.0160 0.0055 0.1020
H -1.441 4.543 -1.895 0.0038 0.0068 0.0000 0.1062
H -0.761 2.202 -2.291 0.0233 -0.0182 0.0229 0.0754
H -2.213 -3.227 3.827 -0.0159 -0.0045 -0.0192 0.1119
H -2.475 -2.259 6.072 -0.0074 -0.0045 0.0063 0.1033
H -1.116 -0.301 6.746 0.0031 0.0035 0.0099 0.1036
H 0.490 0.683 5.131 0.0047 0.0136 0.0098 0.1124
H 0.795 -0.310 2.934 0.0363 -0.0009 -0.0942 0.0263
S 2.013 2.575 1.463 -0.0405 0.0764 0.0231 0.5683
C 3.572 1.926 1.531 0.0246 -0.0168 0.0069 -0.7360
C 4.664 2.813 1.776 -0.0200 0.0344 -0.0090 -0.1479
C 5.948 2.375 1.851 0.0329 0.0010 -0.0105 -0.0942
C 6.236 1.000 1.671 0.0031 0.0361 -0.0023 -0.0862
C 5.229 0.115 1.441 -0.0479 -0.0527 -0.0084 -0.1492
C 3.864 0.523 1.374 0.0705 0.0298 0.0484 -0.7022
S 2.700 -0.692 1.156 -0.1716 0.0121 -0.0314 0.6541
H 4.428 3.862 1.900 -0.0050 0.0103 -0.0013 0.0944
H 6.752 3.075 2.039 0.0091 0.0100 0.0060 0.1021
H 7.260 0.653 1.721 0.0166 -0.0105 0.0047 0.1023
H 5.439 -0.938 1.306 0.0040 -0.0042 0.0070 0.0943
```
Positions in Å, forces in eV/Å.

Output
highest occupied orbital energy (alpha / beta) = -7.429 / -7.169 eV
HOMO-LUMO gap (alpha / beta) = 5.8 / 5.8 eV
ΔE to the lowest compared entry with this formula, charge and spin = 0.00 kcal per mole
net charge = 0

=====

6.
Formula: C12H12OS
Source: the Open Molecules 2025 dataset
Level of theory: ωB97M-V/def2-TZVPD

Geometry as XYZ:
```
26
Properties=species:S:1:pos:R:3:forces:R:3:nbo_charge:R:1
C 1.095 -2.250 -0.832 0.0123 0.3062 -0.5995 -0.2503
C 0.659 -2.484 0.516 -0.4006 0.2123 0.6321 -0.2037
C -2.155 0.946 -0.961 0.1355 -0.2141 -0.6192 -0.2476
C -2.187 1.128 0.465 0.2279 -0.0722 0.6268 -0.2500
C 0.890 -1.075 -1.432 0.0171 -0.5083 0.0956 -0.0517
C 0.075 -1.505 1.227 0.1104 -0.8038 -0.0729 -0.2247
C -1.095 0.396 -1.560 -0.2687 0.0336 0.0633 -0.1198
C -1.239 0.578 1.244 -0.5571 0.2969 -0.0634 -0.1449
C 0.961 1.371 -0.953 0.6005 0.1218 0.5729 -0.5605
C 1.567 0.818 1.539 -1.9674 -0.8218 -1.4024 -0.6560
C 0.160 0.060 -0.785 -0.0656 0.1355 -0.0644 -0.2604
C -0.134 -0.181 0.681 2.4041 1.3993 0.9126 0.0440
O 3.254 0.155 -0.355 0.7931 -0.7232 -0.4005 -0.9816
S 2.479 1.305 0.110 -1.0813 0.5391 0.2558 1.2831
H 1.605 -3.048 -1.348 0.0716 -0.0226 -0.1334 0.2157
H 0.802 -3.464 0.943 0.0127 -0.0643 0.1205 0.2143
H -3.025 1.229 -1.536 -0.0249 0.0465 -0.1023 0.2190
H -3.025 1.652 0.900 -0.0289 0.0326 0.1159 0.2167
H 1.221 -0.902 -2.445 0.0805 -0.0238 -0.1482 0.1988
H -0.249 -1.668 2.245 -0.0587 -0.0778 0.0980 0.2121
H -1.054 0.242 -2.627 -0.0757 -0.0457 -0.1576 0.2145
H -1.319 0.607 2.321 -0.0490 0.0368 0.1175 0.2050
H 1.278 1.526 -1.983 0.0761 0.0624 -0.0124 0.2378
H 0.383 2.227 -0.608 -0.1032 0.0503 0.0093 0.2340
H 1.163 1.659 2.081 -0.1030 0.2248 0.1447 0.2164
H 2.055 0.074 2.148 0.2421 -0.1206 0.0111 0.2399
```
Positions in Å, forces in eV/Å.

Output
highest occupied orbital energy = -7.848 eV
HOMO-LUMO gap = 7.8 eV
ΔE to the lowest compared entry with this formula, charge and spin = 18.73 kcal per mole
net charge = 0

=====

no.,total energy (eV)
1,-7130.569
2,-35514.082
3,-24402.210
4,-19015.427
5,-79655.050
6,-25517.608